{"formula": "C39H53AsN4PtS", "method": "ωB97M-V/def2-TZVPD", "energy_ha": -4490.31672, "largest_force_ha_per_bohr": 0.0296, "homo_lumo_gap_ev": 5.84, "symbols": ["Pt", "C", "C", "C", "C", "C", "C", "C", "N", "C", "C", "C", "C", "C", "C", "C", "C", "C", "C", "N", "C", "C", "C", "N", "C", "C", "C", "C", "C", "C", "C", "C", "C", "C", "C", "C", "C", "C", "N", "C", "C", "H", "H", "H", "H", "H", "H", "H", "H", "H", "H", "H", "H", "H", "H", "H", "H", "H", "H", "H", "H", "H", "H", "H", "H", "H", "H", "H", "H", "H", "H", "H", "H", "H", "H", "H", "H", "H", "H", "H", "H", "H", "H", "H", "H", "C", "As", "C", "C", "S", "H", "H", "H", "H", "H", "H", "H", "H", "H"], "coordinates": [[-0.27100, -0.00700, 0.47100], [-0.88550, 5.52620, -2.23650], [-0.90450, 4.28500, -3.13080], [-1.25390, 3.04810, -2.36670], [-2.39340, 2.30480, -2.44370], [-3.58620, 2.54810, -3.30950], [-3.55100, 1.71460, -4.59280], [-2.24340, 1.20860, -1.51280], [-1.04760, 1.32050, -0.86660], [-0.40560, 2.41090, -1.37990], [0.87850, 2.80040, -1.06620], [1.76640, 2.13670, -0.19730], [3.11310, 2.53160, 0.04970], [3.80680, 3.71420, -0.54410], [3.40040, 5.01930, 0.14230], [3.63150, 1.62230, 0.95370], [2.58860, 0.69910, 1.24260], [2.66170, -0.30450, 2.21620], [1.60290, -1.08190, 2.63230], [0.39070, -1.15880, 2.01140], [-0.39170, -1.98570, 2.78070], [-1.64270, -2.42970, 2.44250], [-2.35010, -2.05270, 1.28050], [-2.02790, -0.99930, 0.48570], [-3.02660, -0.88640, -0.44790], [-3.14910, 0.17580, -1.35160], [-3.95920, -1.95370, -0.28460], [-3.53780, -2.67800, 0.81530], [-4.12310, -3.92170, 1.39650], [-3.21150, -5.13350, 1.18040], [-5.12760, -2.24700, -1.16510], [-6.44120, -1.68490, -0.61420], [0.33810, -2.38210, 3.96870], [1.58740, -1.85720, 3.85350], [2.70840, -1.89020, 4.84120], [2.78960, -0.56900, 5.61140], [-0.21790, -3.16190, 5.11750], [-0.13050, -4.67700, 4.91330], [1.46660, 1.02040, 0.52540], [5.00120, 1.59990, 1.54800], [5.07680, 2.33360, 2.89030], [-0.60470, 6.40870, -2.80780], [-0.17900, 5.39770, -1.42300], [-1.86900, 5.69660, -1.80570], [0.07810, 4.16420, -3.59860], [-1.63000, 4.43410, -3.93320], [-3.63400, 3.60700, -3.57160], [-4.49270, 2.31390, -2.74970], [-2.72630, 2.02420, -5.22940], [-4.47600, 1.84130, -5.15060], [-3.42060, 0.66050, -4.36190], [1.27470, 3.66900, -1.57060], [3.58140, 3.79180, -1.61250], [4.88730, 3.58660, -0.44840], [2.33770, 5.20270, 0.00790], [3.95370, 5.85630, -0.27820], [3.60660, 4.96200, 1.20800], [3.60320, -0.41400, 2.73200], [-2.11970, -3.12520, 3.11600], [-4.03810, 0.20160, -1.96590], [-5.09540, -4.11780, 0.94330], [-4.28240, -3.78990, 2.47010], [-3.04560, -5.30360, 0.12010], [-3.65640, -6.03050, 1.60500], [-2.24030, -4.97660, 1.64280], [-5.22890, -3.32980, -1.26840], [-4.94630, -1.84020, -2.16170], [-6.66770, -2.13230, 0.35170], [-7.26430, -1.89700, -1.29490], [-6.37220, -0.60670, -0.48790], [3.65170, -2.07020, 4.31960], [2.55680, -2.70690, 5.54960], [2.96170, 0.25540, 4.92410], [3.59880, -0.59480, 6.33690], [1.85850, -0.38500, 6.14350], [-1.26040, -2.88240, 5.28510], [0.33450, -2.88820, 6.01820], [-0.63200, -4.96920, 3.99290], [-0.59990, -5.20050, 5.74590], [0.90800, -4.99860, 4.84900], [5.71200, 2.06360, 0.85880], [5.32030, 0.56630, 1.69540], [4.87620, 3.39210, 2.75460], [6.07000, 2.22670, 3.32220], [4.34790, 1.93300, 3.59010], [2.20330, 1.52000, -3.61030], [1.79240, -0.39210, -3.54170], [1.33090, -0.77180, -5.41170], [3.54900, -1.21670, -3.27380], [0.39910, -1.24480, -2.23250], [2.88070, 1.70590, -4.44320], [2.67570, 1.81360, -2.67440], [1.28630, 2.09450, -3.74290], [2.20410, -0.62160, -6.04780], [0.53190, -0.09890, -5.72730], [0.97780, -1.79880, -5.50910], [4.25140, -0.92110, -4.05050], [3.43710, -2.30180, -3.26450], [3.92000, -0.89960, -2.29720]], "mulliken_charge": [0.7412, -1.1901, -0.9869, 0.7273, 0.7316, -1.1632, -1.1596, -0.1203, -0.5207, -0.1685, -0.2983, -0.1672, 1.0237, -1.0867, -1.0907, 0.8570, 0.1631, -1.1113, 0.2564, -0.7354, 0.0643, -0.6005, -0.1582, -0.5067, -0.3164, -0.2923, 0.8524, 0.6665, -1.1147, -1.0697, -1.1068, -1.1380, 0.8016, 0.4666, -1.2143, -0.9553, -1.1052, -1.0211, -0.7702, -1.2055, -0.9081, 0.4110, 0.2448, 0.3334, 0.1976, 0.4736, 0.4890, 0.4616, 0.3015, 0.3729, 0.3269, 0.7395, 0.2504, 0.4359, 0.1815, 0.4397, 0.2428, 0.4041, 0.4836, 0.3872, 0.3157, 0.3798, 0.3185, 0.3817, 0.2469, 0.4372, 0.4340, 0.3294, 0.3783, 0.2923, 0.4280, 0.4188, 0.1497, 0.3723, 0.3069, 0.4294, 0.4545, 0.2005, 0.3751, 0.3118, 0.5414, 0.3993, 0.2605, 0.3764, 0.1104, -0.5078, 0.6806, -1.1176, -1.0955, -0.4392, 0.5955, -0.1312, 0.0282, 0.3919, 0.3191, 0.3488, 0.4030, 0.3591, 0.2695]}



{"formula": "C39H53BMoN8S3", "method": "ωB97M-V/def2-TZVPD", "total_charge": 4, "relative_energy_kcal_mol": 112.8, "energy_ha": -3242.00671, "largest_force_ha_per_bohr": 0.0671, "multiplicity": 3, "homo_lumo_gap_ev": [4.51, 4.86], "symbols": ["Mo", "C", "C", "C", "C", "N", "N", "B", "N", "N", "C", "C", "C", "C", "C", "S", "C", "C", "C", "C", "N", "N", "C", "C", "C", "C", "C", "S", "C", "C", "C", "C", "C", "S", "C", "C", "C", "C", "H", "H", "H", "H", "H", "H", "H", "H", "H", "H", "H", "H", "H", "H", "H", "H", "H", "H", "H", "H", "H", "H", "H", "H", "H", "H", "H", "H", "H", "H", "H", "H", "H", "H", "H", "H", "H", "H", "H", "C", "C", "C", "C", "C", "C", "C", "H", "H", "H", "H", "H", "H", "H", "H", "N", "C", "C", "C", "N", "C", "C", "H", "H", "H", "H", "H", "H"], "coordinates": [[2.02454, -1.30053, -1.03612], [-1.73553, 3.20610, -3.11153], [-1.70575, 2.43102, -1.83534], [-2.46847, 2.85393, -0.77551], [-2.44708, 2.14103, 0.46402], [-1.54402, 1.19966, 0.70582], [-0.69776, 0.83176, -0.34176], [0.58734, 0.10412, 0.15498], [1.71836, 1.11214, 0.42524], [1.48111, 1.67816, 1.65671], [2.10972, 2.84057, 1.89314], [2.99977, 3.40846, 0.98177], [3.28031, 2.82392, -0.25194], [4.30807, 3.38566, -1.20340], [2.64271, 1.57938, -0.46331], [3.18093, 0.41364, -1.84284], [1.78214, 3.57354, 3.15415], [3.07713, 4.09960, 3.75389], [0.88248, 4.75212, 2.75857], [1.08806, 2.67541, 4.15777], [0.36535, -1.16142, 0.99067], [-0.97106, -1.51884, 1.05605], [-1.33277, -2.31821, 2.01803], [-0.41598, -2.76065, 3.04176], [0.93025, -2.40830, 2.97309], [1.97012, -2.77352, 3.99364], [1.33777, -1.74435, 1.78586], [2.88011, -1.86334, 1.09802], [-2.78957, -2.88280, 2.00347], [-3.50820, -2.67247, 3.37892], [-3.59441, -2.12465, 0.91698], [-2.64657, -4.37314, 1.62838], [-0.89512, 1.26482, -1.64266], [0.35232, -0.85088, -3.27240], [-3.52817, 2.41894, 1.59051], [-3.04406, 1.75760, 2.87754], [-4.89011, 1.83530, 1.08861], [-3.60639, 3.92735, 1.72974], [-2.09378, 4.21650, -2.89740], [-2.45598, 2.81411, -3.80421], [-0.79301, 3.28949, -3.63663], [-3.15620, 3.64884, -0.94751], [3.49645, 4.30772, 1.28636], [4.74959, 4.34473, -0.85685], [3.87121, 3.47658, -2.15807], [5.07641, 2.64431, -1.32808], [3.55917, 4.86295, 3.13414], [3.74816, 3.27783, 4.04106], [2.79682, 4.64134, 4.69565], [1.50703, 5.47603, 2.23700], [0.49070, 5.25889, 3.65439], [0.03759, 4.49225, 2.09997], [1.71172, 1.84850, 4.52566], [0.19076, 2.21046, 3.74450], [0.79642, 3.30042, 5.04644], [-0.75529, -3.37478, 3.87890], [1.52781, -3.27794, 4.82092], [2.49552, -1.86864, 4.40387], [2.71000, -3.42245, 3.50017], [-3.42270, -1.62883, 3.71372], [-3.21231, -3.33703, 4.18911], [-4.52952, -2.93951, 3.19990], [-3.82288, -1.10953, 1.18260], [-4.55789, -2.63809, 0.74302], [-3.05333, -2.08523, -0.01760], [-2.03462, -4.88159, 2.41894], [-2.26778, -4.53170, 0.62207], [-3.66022, -4.82934, 1.67142], [-2.56709, 0.76939, 2.74229], [-3.82461, 1.74026, 3.63162], [-2.29286, 2.38647, 3.32694], [-4.76472, 0.80233, 0.76449], [-5.22896, 2.42217, 0.22894], [-5.65632, 1.81504, 1.86271], [-2.59982, 4.30459, 1.92885], [-4.20698, 4.22836, 2.59339], [-4.05273, 4.38931, 0.84755], [1.77689, 0.63264, -6.87964], [1.21012, -0.36989, -5.86629], [0.47372, -1.51763, -6.31395], [-0.61806, -2.05106, -5.60629], [-0.86630, -1.67568, -4.33337], [-0.56525, 0.62233, -2.83943], [1.32470, -0.04869, -4.56574], [2.48559, 1.33936, -6.45484], [0.98505, 1.13285, -7.41990], [2.31585, 0.02668, -7.61427], [0.65901, -1.82385, -7.34266], [-1.35762, -2.75062, -6.01815], [-1.72539, -2.07882, -3.84610], [-0.93963, 1.08188, -3.74271], [2.01293, 0.70040, -4.22832], [2.90416, -6.96097, -1.35003], [2.55755, -5.73415, -1.88290], [1.28499, -5.22082, -1.62784], [1.12354, -3.89537, -1.60691], [2.13319, -3.06948, -1.97407], [3.29930, -3.57385, -2.50627], [3.49883, -4.92481, -2.56749], [2.14443, -7.56184, -1.04018], [3.79311, -7.38734, -1.59530], [0.49503, -5.93134, -1.35728], [0.17412, -3.41645, -1.29917], [4.04193, -2.85582, -2.79318], [4.44486, -5.29300, -2.91851]], "mulliken_charge": [-0.6794, -2.2771, 0.2698, -0.5644, -0.0973, 0.1826, -0.1023, 1.0299, 1.2480, -0.7415, -0.1426, -0.2154, -0.0003, -1.8252, 1.0580, -0.2065, 1.9810, -1.6916, -1.4519, -1.4860, 0.6038, -0.4033, -0.3786, -0.6588, 0.1280, -1.7457, 1.1594, -0.1769, 2.0982, -1.6298, -1.6823, -1.6289, 1.4397, 1.4324, 1.7858, -1.3518, -1.4793, -1.6111, 0.4871, 0.4429, 0.4291, 0.5998, 0.4640, 0.4031, 0.4451, 0.4807, 0.4315, 0.3747, 0.4495, 0.4437, 0.4944, 0.1390, 0.3319, 0.0501, 0.4481, 0.5736, 0.4648, 0.3277, 0.4394, 0.2798, 0.4219, 0.5110, 0.2511, 0.5224, 0.2143, 0.4049, 0.3128, 0.4643, -0.1091, 0.5386, 0.2839, 0.2448, 0.3717, 0.4980, 0.2085, 0.4465, 0.4206, -1.4382, 1.5844, -0.7809, -0.3514, -0.9333, -2.0109, -1.6059, 0.3838, 0.3570, 0.4250, 0.4793, 0.4580, 0.6086, 0.5397, 0.4686, -0.4216, 1.1588, -0.6865, -0.4595, 0.0186, -0.5654, -0.8257, 0.2455, 0.2559, 0.4087, 0.5428, 0.5530, 0.3969]}



{"formula": "C39H53BN11O3S4Zn", "method": "ωB97M-V/def2-TZVPD", "total_charge": 1, "relative_energy_kcal_mol": 0.0, "energy_ha": -5742.80094, "largest_force_ha_per_bohr": 0.0144, "homo_lumo_gap_ev": 7.37, "symbols": ["Zn", "C", "C", "C", "C", "N", "N", "B", "N", "N", "C", "C", "C", "C", "C", "S", "C", "C", "C", "C", "N", "N", "C", "C", "C", "C", "C", "S", "C", "C", "C", "C", "C", "S", "C", "C", "C", "C", "H", "H", "H", "H", "H", "H", "H", "H", "H", "H", "H", "H", "H", "H", "H", "H", "H", "H", "H", "H", "H", "H", "H", "H", "H", "H", "H", "H", "H", "H", "H", "H", "H", "H", "H", "H", "H", "H", "H", "O", "S", "O", "N", "C", "O", "C", "C", "C", "C", "C", "C", "H", "H", "H", "H", "C", "C", "C", "C", "N", "C", "N", "N", "N", "H", "H", "H", "H", "H", "H", "H", "H", "H", "H"], "coordinates": [[-2.93866, -0.62129, -0.89165], [0.79014, -3.48360, -2.43503], [1.14078, -2.45945, -1.40681], [1.94042, -2.74079, -0.36030], [2.23413, -1.73836, 0.60863], [1.65102, -0.58406, 0.57589], [0.81346, -0.28992, -0.45700], [0.11296, 1.04207, -0.21085], [-0.21842, 1.42828, 1.22523], [0.88238, 1.87486, 1.89715], [0.74079, 2.24975, 3.12969], [-0.51661, 2.13592, 3.79378], [-1.63232, 1.81035, 3.10605], [-2.98696, 1.80515, 3.73610], [-1.48489, 1.50644, 1.70362], [-2.87443, 1.39969, 0.74755], [1.91093, 2.87392, 3.87763], [2.28754, 1.96675, 5.05827], [1.47230, 4.24573, 4.41670], [3.11898, 3.08133, 2.96813], [-0.68601, 1.73243, -1.30517], [0.52521, 2.25747, -1.10979], [1.04020, 3.20638, -1.83407], [0.16831, 3.73736, -2.81924], [-1.10491, 3.27299, -2.99326], [-2.01970, 3.87548, -4.00409], [-1.56897, 2.14332, -2.21652], [-3.03788, 1.38366, -2.50707], [2.44832, 3.66263, -1.52854], [3.32267, 2.42054, -1.30236], [3.01190, 4.50243, -2.67385], [2.39166, 4.49719, -0.24005], [0.61637, -1.11596, -1.52527], [-0.16557, -0.65544, -2.93296], [3.27644, -2.01165, 1.68059], [4.61716, -2.27595, 0.97760], [3.42216, -0.80816, 2.60005], [2.88291, -3.24401, 2.50600], [1.24122, -4.44216, -2.18471], [1.12223, -3.17192, -3.42544], [-0.29526, -3.59691, -2.48423], [2.36849, -3.72889, -0.25635], [-0.58618, 2.36366, 4.84877], [-2.90216, 1.92121, 4.81526], [-3.54153, 0.89591, 3.49945], [-3.58316, 2.62804, 3.33696], [1.45113, 1.82571, 5.74516], [3.10444, 2.41999, 5.62119], [2.61516, 0.98732, 4.71510], [0.70514, 4.16896, 5.18732], [1.08879, 4.87750, 3.61318], [2.33204, 4.74916, 4.86032], [3.37701, 2.17383, 2.42529], [3.97423, 3.38451, 3.57288], [2.92704, 3.87218, 2.24244], [0.52052, 4.54560, -3.44300], [-1.54950, 4.71814, -4.50479], [-2.94064, 4.20505, -3.51990], [-2.31107, 3.12770, -4.74279], [3.30428, 1.75951, -2.17092], [2.99139, 1.85773, -0.42682], [4.35292, 2.73398, -1.13266], [3.01067, 3.95370, -3.61751], [4.04386, 4.76503, -2.44324], [2.46122, 5.43466, -2.80635], [1.96901, 3.90714, 0.57396], [1.78745, 5.39598, -0.37718], [3.40031, 4.80376, 0.03993], [4.90923, -1.42153, 0.36464], [4.57442, -3.15783, 0.33673], [5.39588, -2.44380, 1.72284], [3.80357, 0.04983, 2.04619], [4.11962, -1.03939, 3.40660], [2.46045, -0.52844, 3.02801], [2.77749, -4.14133, 1.89588], [1.94519, -3.08085, 3.03734], [3.65747, -3.44338, 3.24773], [-5.39152, -0.65972, 2.44899], [-4.70859, -1.88208, 2.15015], [-5.45287, -3.09320, 2.01586], [-3.72000, -1.66144, 0.83162], [-2.44977, -1.80962, 1.15541], [-1.54945, -1.57425, 0.29467], [-2.17827, -2.10331, 2.57606], [-0.95687, -2.23959, 3.20636], [-0.95873, -2.43228, 4.58211], [-2.15659, -2.47413, 5.29284], [-3.38385, -2.32528, 4.65302], [-3.36183, -2.13663, 3.28736], [-0.04181, -2.18718, 2.63253], [-0.02159, -2.55026, 5.11103], [-2.13599, -2.61983, 6.36473], [-4.31213, -2.34554, 5.20752], [-1.98398, -4.91147, -5.57539], [-2.53572, -3.67367, -6.27689], [-1.52348, -2.53287, -6.27154], [-3.88361, -3.24389, -5.69684], [-3.80902, -2.86662, -4.28618], [-3.53717, -1.69723, -3.72362], [-3.55082, -1.87143, -2.42002], [-3.82412, -3.17607, -2.19910], [-3.98110, -3.77660, -3.30983], [-1.12654, -5.30187, -6.12304], [-2.73059, -5.70292, -5.50247], [-1.65185, -4.67268, -4.56281], [-2.75868, -3.93099, -7.31668], [-1.29050, -2.20534, -5.25484], [-1.88069, -1.67272, -6.84235], [-0.58619, -2.86167, -6.72089], [-4.60346, -4.05847, -5.74946], [-4.28518, -2.38645, -6.23637], [-3.34363, -0.77554, -4.24401]], "mulliken_charge": [-0.3985, -1.7344, 0.1734, -1.0329, -0.0218, -0.1324, 1.0013, -0.8825, 0.4416, -0.0528, 0.1063, -0.9402, 0.2168, -1.7425, 1.1547, -0.3355, 2.3864, -1.4896, -1.9237, -1.6171, -0.5752, 0.3658, 0.1956, -0.8199, 0.3764, -1.9518, 1.0961, -0.3836, 2.2905, -1.4620, -2.2246, -1.0854, 0.8072, -0.2337, 2.4900, -1.9610, -1.7647, -1.5498, 0.4285, 0.4078, 0.1786, 0.4368, 0.4264, 0.4112, 0.2478, 0.3569, 0.3397, 0.5038, 0.1550, 0.3657, 0.3725, 0.4802, 0.1237, 0.5195, 0.3006, 0.4129, 0.3851, 0.3806, 0.3832, 0.4139, 0.0031, 0.4986, 0.4601, 0.4347, 0.4291, -0.3274, 0.3927, 0.5304, 0.3574, 0.3746, 0.4932, 0.2395, 0.5948, -0.0291, 0.4000, 0.0797, 0.5195, -0.6243, 1.1945, -0.7047, -0.4326, 0.7277, 0.0757, -0.4430, 0.5342, -0.4522, -0.6535, -0.7860, 0.0351, 0.1392, 0.4713, 0.4313, 0.4835, -1.3566, 0.9138, -1.0865, -1.2930, 0.6768, -0.1861, 0.4938, -0.1244, -0.6859, 0.4514, 0.3760, 0.1137, 0.2929, -0.0133, 0.3571, 0.4431, 0.3849, 0.4602, 0.5183]}



> Which formula does entry 2 have?

C39H53BMoN8S3